Entry from the Open Molecules 2025 dataset: a structure of composition C29H20Br2GaNO2P (the ωB97M-V functional and the def2-TZVPD basis).

Results
Total charge: +1
E_tot, Eh: -8736.2329
Relative energy (zero: lowest compared OMol25 entry of this formula, charge and spin), kJ/mol: 66.8

Atoms and positions in Å:
Ga: 11.165 6.344 7.993
C: 8.856 5.382 10.625
C: 10.278 5.828 10.861
C: 10.683 6.544 12.110
C: 12.200 6.503 12.452
C: 13.099 5.844 11.488
C: 14.491 5.813 11.649
Br: 15.246 6.107 13.369
C: 15.336 5.491 10.569
C: 14.795 5.239 9.298
Br: 15.976 5.187 7.838
C: 13.417 5.318 9.075
O: 12.850 5.443 7.864
C: 12.570 5.464 10.217
N: 11.173 5.529 9.915
H: 8.497 4.839 11.518
H: 8.846 4.693 9.762
H: 8.179 6.225 10.472
H: 10.096 6.194 12.975
H: 12.304 6.109 13.483
H: 16.411 5.506 10.730
O: 8.642 5.354 6.933
C: 9.240 6.371 7.323
C: 8.536 7.660 7.519
C: 7.154 7.789 7.341
C: 6.485 8.993 7.638
C: 7.175 10.081 8.165
C: 8.537 9.958 8.303
C: 9.220 8.763 8.013
P: 11.035 8.848 8.247
C: 11.546 10.422 7.480
C: 11.334 10.568 6.111
C: 11.685 11.778 5.499
C: 12.311 12.794 6.230
C: 12.529 12.608 7.588
C: 12.104 11.453 8.232
C: 11.313 9.190 10.002
C: 10.312 8.817 10.913
C: 10.677 8.154 12.159
C: 12.199 8.117 12.559
C: 13.105 8.838 11.673
C: 12.701 9.309 10.452
H: 6.591 6.960 6.932
H: 5.441 9.037 7.412
H: 6.653 10.985 8.473
H: 9.126 10.804 8.644
H: 10.833 9.789 5.532
H: 11.441 11.912 4.464
H: 12.680 13.684 5.722
H: 13.017 13.401 8.146
H: 12.102 11.406 9.333
H: 9.245 8.876 10.660
H: 10.033 8.439 12.999
H: 12.306 8.305 13.639
H: 14.145 8.918 11.996
H: 13.436 9.737 9.732

Mulliken atomic charge list, values in e, 5 entries: 0.971 -1.495 0.203 0.093 -0.717

***

Entry from the Open Molecules 2025 dataset: the ion C8H10N3S with charge +1 (the ωB97M-V functional and the def2-TZVPD basis).

Results
Total charge: +1
E_tot, Eh: -872.9232
Relative energy (zero: lowest compared OMol25 entry of this formula, charge and spin), kJ/mol: 299.0

Atoms and positions in Å:
C: -2.350 0.186 1.961
C: -2.793 0.251 0.679
C: -1.147 0.753 2.440
C: -1.970 0.709 -0.298
C: -0.210 1.055 1.468
C: -0.645 0.994 0.065
C: 1.500 -1.480 -1.180
C: 0.237 1.262 -0.967
N: 1.593 1.392 -0.849
N: 2.645 -0.958 -0.738
N: 1.524 -2.676 -1.705
S: 2.478 0.395 0.253
H: -2.993 -0.235 2.723
H: -3.708 -0.075 0.352
H: -0.866 0.741 3.402
H: -2.434 0.661 -1.248
H: 0.729 1.306 1.644
H: -0.225 1.361 -1.856
H: 2.202 2.028 -1.320
H: 3.555 -1.262 -1.218
H: 0.603 -3.145 -1.795
H: 2.275 -3.265 -1.812

Mulliken atomic charge list, values in e, 5 entries: -0.301 -0.553 -0.879 -0.505 -0.611

***

Entry from the Open Molecules 2025 dataset: a structure of composition C2H3Br2NO4S2 (the ωB97M-V functional and the def2-TZVPD basis).

Results
Total charge: -2
E_tot, Eh: -6377.9894
Relative energy (zero: lowest compared OMol25 entry of this formula, charge and spin), kJ/mol: 141.9

Atoms and positions in Å:
C: 2.630 1.229 -2.008
C: -1.674 -0.879 0.480
N: 0.134 0.439 -2.122
O: 1.292 -0.144 -0.012
O: 1.939 -1.313 -2.061
O: 0.008 2.201 -0.193
O: -1.927 1.651 -1.542
S: 1.567 -0.042 -1.445
S: -0.636 1.200 -1.022
Br: 4.303 0.681 -1.168
Br: -3.535 -0.566 0.600
H: 2.298 2.086 -1.395
H: -1.468 -1.778 -0.088
H: -1.225 -0.837 1.462

Mulliken atomic charge list, values in e, 5 entries: -0.539 -0.661 -0.326 -0.590 -0.710

***

Entry from the Open Molecules 2025 dataset: a cluster of 6 separate species, C24H64N4O9 in total (the ωB97M-V functional and the def2-TZVPD basis).

Results
Structure (SMILES): COC[C@H](C)N.COCCNCCOC.COCCNCCOC.COCCNCCOC.CO.CO
E_tot, Eh: -1848.7356
Relative energy (zero: lowest compared OMol25 entry of this formula, charge and spin), kJ/mol: 0.0

Atoms and positions in Å:
C: 6.682 0.063 -0.791
O: 6.235 -1.297 -0.820
C: 4.801 -1.401 -0.727
C: 4.482 -2.862 -0.430
C: 3.024 -3.142 0.117
N: 5.364 -3.346 0.609
H: 7.553 0.241 -1.481
H: 7.010 0.393 0.188
H: 5.938 0.689 -1.212
H: 4.406 -0.777 0.140
H: 4.223 -0.907 -1.525
H: 4.503 -3.313 -1.438
H: 2.319 -2.443 -0.353
H: 2.870 -3.009 1.188
H: 2.702 -4.135 -0.147
H: 6.306 -3.011 0.390
H: 5.285 -4.333 0.626
C: 0.134 -2.761 2.279
O: 0.759 -1.550 2.549
C: 0.847 -1.333 3.955
C: 1.380 0.055 4.262
N: 0.428 1.179 4.049
C: 0.294 1.701 2.688
C: -0.002 3.167 2.637
O: 1.058 3.921 3.249
C: 0.807 5.273 3.138
H: -0.962 -2.716 2.525
H: 0.533 -3.679 2.764
H: 0.145 -2.874 1.144
H: 1.611 -2.065 4.291
H: -0.126 -1.539 4.359
H: 2.345 0.282 3.770
H: 1.480 0.054 5.312
H: 0.716 1.958 4.643
H: -0.500 1.158 2.123
H: 1.164 1.490 2.075
H: -0.953 3.385 3.128
H: -0.133 3.427 1.621
H: -0.232 5.548 3.559
H: 0.911 5.597 2.104
H: 1.527 5.738 3.773
C: 1.682 -3.365 -3.597
O: 0.562 -2.545 -3.146
C: -0.620 -3.263 -3.001
C: -1.458 -2.324 -2.109
N: -2.781 -2.670 -1.870
C: -3.121 -3.653 -0.854
C: -3.230 -3.041 0.559
O: -4.384 -2.194 0.611
C: -4.430 -1.535 1.835
H: 1.510 -3.891 -4.506
H: 1.876 -4.161 -2.809
H: 2.490 -2.678 -3.671
H: -0.306 -4.244 -2.697
H: -1.115 -3.467 -3.964
H: -1.547 -1.480 -2.720
H: -0.793 -2.009 -1.254
H: -3.479 -1.936 -1.853
H: -2.405 -4.459 -0.921
H: -4.101 -4.120 -1.046
H: -2.298 -2.520 0.813
H: -3.285 -3.839 1.304
H: -4.581 -2.315 2.629
H: -5.354 -0.887 1.904
H: -3.565 -0.909 1.966
C: -3.714 5.832 2.358
O: -3.340 4.618 1.749
C: -4.310 3.621 2.051
C: -3.886 2.320 1.283
N: -4.222 2.428 -0.115
C: -3.748 1.288 -0.873
C: -3.462 1.690 -2.338
O: -2.408 2.603 -2.397
C: -1.646 2.407 -3.564
H: -3.794 5.673 3.428
H: -4.725 6.176 2.061
H: -3.020 6.638 2.010
H: -5.301 3.921 1.616
H: -4.408 3.464 3.092
H: -4.493 1.543 1.690
H: -2.802 2.054 1.589
H: -3.839 3.341 -0.461
H: -4.438 0.450 -0.848
H: -2.766 0.934 -0.513
H: -4.382 2.143 -2.800
H: -3.206 0.835 -2.957
H: -0.953 3.208 -3.527
H: -2.260 2.481 -4.463
H: -1.034 1.530 -3.552
C: 4.165 -0.360 -4.578
O: 3.955 0.947 -4.021
H: 3.927 -0.340 -5.659
H: 5.233 -0.542 -4.501
H: 3.766 -1.243 -4.117
H: 3.112 0.970 -3.546
C: 0.934 0.943 -1.364
O: 1.327 0.368 -2.629
H: 0.062 1.576 -1.474
H: 0.804 0.107 -0.681
H: 1.757 1.581 -1.141
H: 0.916 -0.522 -2.746

Mulliken atomic charge list, values in e, 5 entries: -0.789 -0.438 -0.477 0.884 -1.379

***

Entry from the Open Molecules 2025 dataset: a cluster of 2 separate species, C3H8IO in total (the ωB97M-V functional and the def2-TZVPD basis).

Results
Total charge: -1
E_tot, Eh: -492.1263
Relative energy (zero: lowest compared OMol25 entry of this formula, charge and spin), kJ/mol: 22.9

Atoms and positions in Å:
I: -38.311 2.200 -8.949
C: -42.506 1.980 -10.002
C: -42.684 3.424 -9.671
C: -44.156 3.795 -9.379
O: -41.919 3.741 -8.559
H: -42.935 1.695 -10.963
H: -42.933 1.273 -9.292
H: -41.460 1.684 -10.091
H: -42.278 3.967 -10.525
H: -44.861 3.686 -10.204
H: -44.190 4.830 -9.039
H: -44.574 3.321 -8.490
H: -41.057 3.348 -8.719

Mulliken atomic charge list, values in e, 5 entries: -0.892 -1.252 0.668 -1.304 -0.515

***

Entry from the Open Molecules 2025 dataset: a structure of composition C25H39BCl2FLiN2NaO13S2 (the ωB97M-V functional and the def2-TZVPD basis).

Results
Total charge: -1
E_tot, Eh: -4074.5254

Atoms and positions in Å:
C: 3.697 -2.113 1.596
C: 3.565 -0.812 0.617
C: 2.450 0.300 1.048
C: 1.545 -0.064 2.360
B: 0.204 -0.936 1.897
S: -1.347 -0.670 2.987
C: 0.137 -1.940 0.587
N: -0.507 -1.204 -0.606
H: 2.701 -2.677 1.833
H: 4.501 -2.838 1.093
H: 4.184 -1.813 2.643
H: 3.458 -1.206 -0.505
H: 4.622 -0.258 0.647
H: 2.972 1.357 1.124
H: 1.690 0.392 0.132
H: 1.108 0.973 2.762
H: 2.125 -0.530 3.263
H: -1.585 -1.799 3.786
H: -0.584 -2.835 0.849
H: 1.193 -2.390 0.288
H: 0.231 -0.800 -1.231
H: -1.092 -0.467 -0.152
O: 2.418 1.621 -1.603
C: 2.951 2.681 -1.911
N: 2.513 3.861 -1.395
C: 4.109 2.770 -2.863
H: 2.920 4.758 -1.618
H: 1.733 3.827 -0.750
H: 3.807 2.363 -3.832
H: 4.944 2.187 -2.464
H: 4.439 3.802 -3.005
C: -0.203 1.242 -5.425
S: 1.138 0.664 -4.358
O: 2.417 1.240 -4.888
C: 1.061 -1.066 -4.885
H: -0.313 2.321 -5.291
H: 0.033 1.029 -6.470
H: -1.135 0.747 -5.141
H: 1.218 -1.135 -5.964
H: 0.087 -1.485 -4.619
H: 1.846 -1.622 -4.368
O: 4.369 -2.558 4.974
H: 3.461 -2.323 5.042
C: 7.083 -2.131 6.692
Cl: 8.606 -2.903 7.148
Cl: 7.343 -0.454 6.196
H: 6.639 -2.683 5.860
H: 6.405 -2.148 7.549
C: -3.977 5.024 -5.861
C: -3.091 4.051 -6.560
O: -2.116 3.738 -5.591
C: -2.747 3.888 -4.393
O: -2.323 3.448 -3.337
O: -3.917 4.585 -4.519
F: -2.473 4.631 -7.614
H: -3.607 6.053 -5.923
H: -5.003 4.997 -6.237
H: -3.597 3.134 -6.883
Na: -2.203 6.595 -6.110
Li: 9.197 -0.742 7.665
O: 4.825 -4.140 -1.608
H: 4.639 -4.357 -0.682
H: 4.627 -3.194 -1.671
C: -3.411 2.107 4.376
C: -3.437 3.400 4.742
C: -4.384 3.681 5.905
O: -4.510 4.783 6.450
C: -5.217 2.563 6.420
C: -5.201 1.272 6.045
C: -4.176 0.970 4.954
O: -3.941 -0.159 4.513
O: -5.913 0.317 6.485
O: -2.782 4.368 4.248
H: -2.759 1.807 3.564
H: -5.908 2.871 7.196
C: -4.592 -5.907 0.461
C: -5.449 -5.689 -0.541
C: -5.233 -4.595 -1.509
O: -6.018 -4.394 -2.426
C: -4.034 -3.754 -1.328
C: -3.177 -3.972 -0.326
C: -3.393 -5.065 0.642
O: -2.608 -5.267 1.559
H: -4.736 -6.704 1.180
H: -6.333 -6.297 -0.688
H: -3.890 -2.957 -2.047
H: -2.293 -3.363 -0.179

Mulliken atomic charge list, values in e, 5 entries: -0.800 -0.009 0.334 -0.775 0.152